Entry 1:
Formula: C16H19O3
Source: OMol25
Level of theory: ωB97M-V with the def2-TZVPD basis set

The geometry in XYZ format:
```
38
Properties=species:S:1:pos:R:3:forces:R:3:lowdin_charge:R:1
C 1.7076 0.6316 2.1640 0.0 -0.1 -0.3 -0.02
O 0.4600 0.8609 1.4933 1.1 0.5 0.0 -0.14
C -0.3658 -0.1983 1.2634 0.5 -0.1 1.0 -0.28
C -1.7387 0.1907 1.6840 -1.0 0.5 -0.1 -0.21
C -2.6864 -0.7965 1.9074 -0.6 -0.3 -0.1 -0.04
C -4.0234 -0.4576 2.1629 -0.2 0.2 0.2 -0.06
C -4.3908 0.8992 2.2457 0.4 -0.3 0.2 -0.07
C -3.4090 1.8912 2.0922 0.1 -0.3 0.0 -0.06
C -2.0901 1.5470 1.7823 -0.3 -0.5 0.0 -0.01
H 2.1011 1.6405 2.3194 0.1 -0.4 0.2 0.10
H 1.5402 0.1041 3.1291 0.2 0.3 -0.6 0.11
H 2.3999 0.0641 1.5070 -0.3 0.3 0.6 0.08
H -0.0352 -1.1423 1.8101 -0.2 1.1 -0.7 0.18
H -2.3822 -1.8539 1.8470 -0.3 0.4 0.1 0.13
H -4.7867 -1.2398 2.3430 0.7 0.6 -0.2 0.12
H -5.4241 1.1804 2.4970 0.6 -0.2 -0.2 0.11
H -3.6513 2.9393 2.2520 -0.1 -0.2 -0.2 0.11
H -1.3200 2.2923 1.6042 -0.3 0.0 0.2 0.12
C 2.8860 -2.4553 -0.2696 0.1 0.4 -0.2 -0.01
O 1.6887 -1.7589 0.1558 -1.3 0.2 -0.9 -0.08
C 0.9772 -0.9847 -0.7061 1.6 -0.8 0.1 -0.17
C -0.3891 -0.6332 -0.3142 0.2 -1.9 1.6 -0.12
C -1.0979 0.1382 -1.3008 -0.2 1.2 -0.5 0.05
C -0.5187 0.6414 -2.4371 -0.8 0.0 -0.1 0.05
C 0.8668 0.4098 -2.7090 1.4 0.2 0.3 -0.17
O 1.4747 1.0942 -3.7062 -1.5 -1.1 1.5 -0.01
C 2.8943 0.9895 -3.9028 0.3 -0.2 0.0 -0.03
C 1.5837 -0.4569 -1.8355 0.5 0.0 -0.5 0.08
H 3.0208 -3.2658 0.4428 -0.1 0.1 0.0 0.10
H 2.7763 -2.8689 -1.2828 -0.1 0.2 0.3 0.11
H 3.7527 -1.7775 -0.2236 -0.3 -0.2 0.0 0.11
H -1.0133 -1.4766 0.1550 0.7 0.2 -2.1 0.19
H -2.1302 0.3805 -1.0286 0.3 0.0 -0.4 0.15
H -1.0903 1.2233 -3.1682 0.2 -0.2 0.4 0.14
H 3.1291 1.6975 -4.6914 -0.1 0.0 0.0 0.11
H 3.4565 1.2517 -3.0043 -0.2 0.1 0.0 0.10
H 3.1835 -0.0134 -4.2230 -0.2 0.0 0.0 0.11
H 2.6442 -0.6879 -2.0547 -0.9 0.2 0.3 0.12
```
Positions in Å, forces in eV/Å.

The value obtained for the HOMO energy is -12.0681 eV. The value obtained for the gap between HOMO and LUMO is 7.4 eV. The charge is +1. The LUMO energy comes out at -4.696 eV. The value obtained for the max |F| is 2.48 eV Å⁻¹.



Entry 2:
Formula: C16H18N2O5Pd
Source: OMol25
Level of theory: ωB97M-V with the def2-TZVPD basis set

The geometry in XYZ format:
```
42
Properties=species:S:1:pos:R:3:forces:R:3:lowdin_charge:R:1
Pd -0.1801 -0.0306 -3.3543 -0.3 -0.1 -0.8 0.72
O -0.1380 3.1278 -3.1759 -0.1 -3.6 0.1 0.24
C -0.1897 1.9839 -3.1533 0.0 5.8 0.4 -0.07
C -0.0448 -2.0657 -3.5351 0.2 -5.7 0.6 -0.07
O 0.0221 -3.2002 -3.3865 -0.2 3.6 -0.6 0.24
C 1.8269 0.0409 -3.4043 6.4 0.1 0.1 -0.06
O 2.9751 0.0726 -3.4396 -4.0 -0.1 0.1 0.24
C -2.1746 0.0445 -3.7684 -5.7 0.6 0.2 -0.07
O -3.3059 0.2172 -3.6812 3.6 -0.5 -0.4 0.23
C -0.0983 0.7718 -5.8082 0.1 -0.3 -0.2 -0.06
H -1.0247 1.3489 -5.8471 0.2 -0.2 -0.1 0.09
H 0.8288 1.3484 -5.8170 -0.2 -0.2 -0.1 0.09
C -0.0970 -0.5862 -5.8970 0.1 0.5 -0.3 -0.06
H 0.8319 -1.1508 -5.9849 -0.2 0.2 -0.1 0.09
H -1.0246 -1.1523 -5.9958 0.2 0.2 -0.1 0.09
C 2.6041 1.7500 3.8759 0.2 -0.1 -0.1 -0.06
C 1.1660 1.3886 4.1732 -0.3 0.5 0.3 -0.20
N 0.5588 0.4498 3.2373 -0.3 -0.4 -1.4 -0.05
C 0.3874 -0.9300 3.7324 0.3 0.2 -0.1 -0.20
C -0.7152 -1.0319 4.7693 -0.1 -0.2 0.0 -0.07
C 0.3769 0.8757 1.9499 0.7 0.6 1.9 -0.40
O 0.7793 1.9757 1.5710 -0.5 -0.6 -0.4 0.06
C -0.3714 0.0180 0.9854 -0.3 0.1 -0.8 -0.05
C -1.4248 -0.8577 1.2874 0.3 0.1 -0.1 0.05
C -2.0704 -1.5571 0.2752 0.1 0.0 -1.0 0.03
C -1.6835 -1.3149 -1.0503 -0.4 -0.3 1.2 -0.12
N -0.7316 -0.4175 -1.2991 0.4 0.2 -0.5 -0.07
C -0.0759 0.2639 -0.3599 -0.4 -0.7 0.8 -0.03
H 3.2320 0.8575 3.8386 0.1 0.1 0.0 0.08
H 2.9771 2.4043 4.6657 0.0 -0.1 -0.1 0.09
H 2.6630 2.2797 2.9258 0.1 -0.1 0.1 0.07
H 1.0785 0.9104 5.1512 0.0 0.3 0.0 0.12
H 0.5592 2.3052 4.1621 0.1 -0.3 0.1 0.14
H 0.1952 -1.6062 2.8913 0.3 0.1 0.2 0.11
H 1.3440 -1.2327 4.1878 -0.2 0.0 -0.3 0.14
H -1.6664 -0.6672 4.3737 0.0 0.0 0.1 0.07
H -0.8449 -2.0773 5.0587 0.0 0.1 0.1 0.09
H -0.4690 -0.4542 5.6631 -0.1 -0.1 -0.1 0.08
H -1.7360 -0.9798 2.3190 0.0 0.0 -0.2 0.11
H -2.8592 -2.2854 0.4511 0.1 0.3 0.2 0.14
H -2.1482 -1.8332 -1.9046 0.2 0.3 0.6 0.11
H 0.6677 0.9959 -0.6825 -0.2 -0.2 0.4 0.12
```
Positions in Å, forces in eV/Å.

The value obtained for the HOMO energy (spin up / spin down) is -14.2509 / -14.2481 eV. The value obtained for the gap between HOMO and LUMO (spin up / spin down) is 6.6 / 4.8 eV. The charge is +2. The LUMO energy (spin up / spin down) comes out at -7.673 / -9.438 eV. The value obtained for the max |F| is 6.36 eV Å⁻¹. Its spin multiplicity is 3.